{
  "formula": "C15H14FN3RuS2",
  "method": "ωB97M-V/def2-TZVPD",
  "elements": ["Ru", "C", "S", "C", "S", "N", "N", "C", "C", "C", "C", "C", "C", "N", "H", "H", "H", "H", "H", "H", "H", "H", "F", "C", "C", "C", "C", "C", "C", "C", "H", "H", "H", "H", "H", "H"],
  "xyz": [[-0.19180, 0.54428, 0.39586], [-1.48781, -0.24965, -4.73740], [-2.67073, -0.62859, -3.45592], [-1.82548, -0.32866, -2.01793], [-0.20086, 0.20002, -1.90830], [-2.61342, -0.64763, -0.96187], [-1.99420, -0.44840, 0.19834], [-2.50634, -1.01780, 1.26425], [-1.70460, -0.96361, 2.45935], [-2.12791, -1.53878, 3.64681], [-1.26516, -1.54308, 4.73823], [-0.00851, -0.99007, 4.59156], [0.34942, -0.42502, 3.36859], [-0.46959, -0.39178, 2.32378], [-2.01271, -0.44747, -5.67039], [-0.62465, -0.90942, -4.65053], [-1.18441, 0.79492, -4.68795], [-3.43973, -1.56835, 1.21456], [-3.11233, -1.98229, 3.71245], [-1.57212, -1.98601, 5.67578], [0.70721, -0.99122, 5.40156], [1.33231, 0.00332, 3.22697], [-0.87071, 5.93830, 1.24772], [-0.22288, 4.80714, 1.06540], [0.08673, 4.41895, -0.23551], [0.76667, 3.24243, -0.43220], [1.14954, 2.42314, 0.67751], [1.85534, 1.18525, 0.49149], [0.81336, 2.88072, 1.99245], [0.13682, 4.05664, 2.18691], [-0.19294, 5.06383, -1.05749], [1.05423, 2.94866, -1.43341], [2.37785, 0.76714, 1.34468], [2.34740, 1.02607, -0.46106], [1.14405, 2.30424, 2.84625], [-0.10270, 4.43050, 3.17289]],
  "forces_ev_per_a": [[0.1, 0.2, -0.1], [-0.1, -0.1, -0.1], [0.0, 0.0, 0.1], [0.2, 0.0, -0.3], [-0.1, 0.0, 0.0], [-0.1, -0.1, 0.3], [0.0, 0.1, -0.1], [0.0, -0.1, 0.1], [0.0, 0.0, 0.0], [0.0, 0.0, 0.0], [0.0, 0.0, 0.0], [0.0, 0.0, 0.0], [0.0, 0.0, -0.1], [0.0, -0.1, 0.1], [0.0, 0.0, 0.0], [0.0, 0.0, 0.0], [0.0, 0.0, 0.0], [0.0, 0.0, -0.1], [0.0, 0.0, 0.0], [0.0, 0.0, 0.0], [0.0, 0.0, 0.0], [0.0, 0.0, 0.0], [0.0, 0.0, 0.0], [0.0, 0.0, 0.1], [0.0, 0.0, -0.1], [0.0, 0.0, 0.1], [0.1, 0.0, 0.1], [-0.2, 0.0, -0.1], [-0.1, 0.0, -0.1], [0.0, 0.0, -0.1], [0.0, 0.0, 0.0], [0.0, 0.0, 0.0], [0.0, 0.0, 0.0], [0.1, 0.0, 0.0], [0.0, 0.0, 0.0], [0.0, 0.0, 0.0]],
  "e_lumo_ev": [-7.952, -10.033],
  "charge": 2,
  "total_energy_ev": -47204.2213,
  "multiplicity": 5,
  "gap_ev": [5.957, 5.577],
  "s2": 6.092,
  "relative_energy_kj_mol": 0.00
}



{
  "formula": "C15H14I2N2OPdS",
  "method": "ωB97M-V/def2-TZVPD",
  "elements": ["Pd", "I", "C", "C", "C", "I", "C", "C", "C", "C", "N", "C", "C", "O", "H", "H", "H", "H", "C", "C", "C", "C", "C", "H", "H", "H", "H", "H", "H", "H", "H", "H", "H", "S", "C", "N"],
  "xyz": [[0.10850, 0.70335, 0.83675], [-1.19100, 3.62511, -4.50697], [-2.39294, 3.00575, -2.90648], [-3.72252, 3.38683, -2.87200], [-4.55120, 2.97115, -1.85365], [-6.55773, 3.58643, -1.91287], [-4.05299, 2.15784, -0.80332], [-4.83590, 1.67892, 0.26826], [-4.26497, 0.90111, 1.23663], [-2.89657, 0.61901, 1.16188], [-2.13295, 1.05462, 0.18408], [-2.67714, 1.78594, -0.81513], [-1.77056, 2.15591, -1.93438], [-0.60802, 1.75096, -2.00209], [-4.11282, 4.01349, -3.66381], [-5.88889, 1.92757, 0.30645], [-4.84871, 0.50878, 2.05980], [-2.40486, 0.02243, 1.92117], [0.99397, 0.87891, 4.06264], [2.16444, 0.74169, 3.08759], [3.28781, 1.69513, 3.51222], [2.68025, -0.70540, 3.13944], [1.75674, 1.08321, 1.66309], [1.30298, 0.65453, 5.09238], [0.19593, 0.19208, 3.77544], [0.59135, 1.89300, 4.02180], [3.61651, 1.47917, 4.53583], [2.94359, 2.73128, 3.46922], [4.15003, 1.59699, 2.84682], [2.96154, -0.98960, 4.16166], [3.55428, -0.82666, 2.49398], [1.90374, -1.38939, 2.79204], [2.66429, 0.94132, 1.04237], [-0.86182, -4.02574, 1.68647], [-0.57692, -2.45572, 1.25676], [-0.37499, -1.34958, 0.95767]],
  "forces_ev_per_a": [[0.1, 0.0, 0.1], [0.0, 0.0, 0.1], [0.0, 0.0, 0.0], [-0.1, 0.0, 0.0], [0.0, 0.0, -0.1], [0.0, 0.0, 0.0], [0.1, 0.0, 0.0], [0.0, 0.0, 0.0], [0.0, 0.0, 0.0], [0.0, 0.0, 0.1], [0.0, 0.1, -0.1], [-0.1, 0.0, 0.1], [0.1, 0.0, -0.1], [0.0, 0.0, 0.0], [0.0, 0.0, 0.0], [0.0, 0.0, 0.0], [0.0, 0.0, 0.0], [0.0, 0.0, 0.0], [0.0, 0.0, 0.0], [0.1, 0.0, 0.0], [0.0, 0.0, 0.0], [0.0, 0.0, 0.0], [-0.2, 0.0, -0.1], [0.0, 0.0, 0.0], [0.0, 0.0, 0.0], [0.0, 0.0, 0.0], [0.0, 0.0, 0.0], [0.0, 0.0, 0.0], [0.0, 0.0, 0.0], [0.0, 0.0, 0.0], [0.0, 0.0, 0.0], [0.0, 0.0, 0.0], [0.0, 0.0, 0.0], [0.0, -0.1, 0.0], [0.0, 0.1, 0.0], [0.0, 0.0, 0.0]],
  "e_lumo_ev": [3.709, 3.709],
  "charge": -2,
  "total_energy_ev": -51326.0539,
  "gap_ev": [4.267, 4.269],
  "relative_energy_kj_mol": 0.00
}



{
  "formula": "C15H14N2O5S",
  "method": "ωB97M-V/def2-TZVPD",
  "elements": ["C", "H", "H", "H", "O", "C", "C", "C", "C", "C", "C", "H", "H", "S", "O", "O", "N", "C", "C", "C", "C", "C", "C", "C", "H", "H", "H", "H", "O", "C", "O", "N", "H", "H", "H", "H", "H"],
  "xyz": [[4.79792, -0.12308, 1.71671], [5.56192, 0.63765, 1.86630], [4.96120, -0.61425, 0.75264], [4.86091, -0.86267, 2.52009], [3.56778, 0.56621, 1.74528], [2.41858, -0.13198, 1.61142], [2.34292, -1.50830, 1.39662], [1.10514, -2.11364, 1.25721], [-0.04485, -1.35847, 1.34584], [0.01242, 0.00720, 1.56723], [1.23925, 0.61950, 1.69780], [1.32203, 1.68038, 1.87026], [-0.90681, 0.56483, 1.64454], [-1.62892, -2.12895, 1.05279], [-2.63752, -1.42979, 1.78456], [-1.51868, -3.54891, 1.19373], [-1.86799, -1.86540, -0.60634], [-1.68509, -0.53904, -1.04995], [-0.43702, -0.14110, -1.53096], [-0.28358, 1.17851, -1.89532], [-1.34554, 2.08175, -1.77912], [-2.58514, 1.68625, -1.32864], [-2.76313, 0.35413, -0.96353], [-4.09940, -0.12820, -0.50200], [-4.86406, 0.62028, -0.68756], [-4.06596, -0.35424, 0.56183], [-4.35686, -1.05135, -1.01639], [-3.39842, 2.39005, -1.26676], [-0.92965, 3.31913, -2.18657], [0.37519, 3.22673, -2.55931], [1.04228, 4.13307, -2.96255], [0.77390, 1.91658, -2.38612], [1.70218, 1.58999, -2.58733], [0.37549, -0.84728, -1.61044], [-1.29359, -2.53713, -1.09627], [1.01891, -3.17657, 1.09343], [3.23421, -2.11188, 1.33688]],
  "forces_ev_per_a": [[0.2, -0.1, 0.0], [0.0, -0.1, 0.0], [0.0, 0.0, 0.0], [0.0, 0.0, 0.0], [-0.3, 0.1, 0.0], [-0.3, 0.0, 0.0], [0.3, 0.1, 0.0], [-0.1, -0.1, 0.0], [-0.7, -0.4, 0.0], [0.1, 0.1, 0.2], [0.2, -0.1, 0.0], [0.0, 0.1, 0.0], [-0.1, 0.2, 0.0], [0.3, -0.2, -0.3], [0.2, 0.3, -0.1], [0.3, 0.0, -0.2], [-0.1, -0.6, 0.9], [-0.1, 0.9, -0.3], [-0.1, 0.2, -0.2], [-0.6, 0.0, 0.2], [0.2, -1.0, 0.2], [0.4, 0.3, -0.1], [0.2, -0.2, -0.1], [-0.1, 0.0, 0.2], [-0.1, 0.0, 0.0], [-0.2, 0.0, -0.1], [-0.1, -0.1, 0.0], [-0.1, 0.1, 0.0], [-0.5, 0.3, 0.1], [1.1, 0.0, -0.3], [-0.2, 0.2, 0.0], [-0.1, 0.0, 0.0], [0.0, 0.2, 0.0], [0.1, -0.1, 0.1], [0.0, -0.2, -0.1], [0.1, -0.1, 0.0], [0.1, 0.0, 0.0]],
  "e_lumo_ev": 0.287,
  "total_energy_ev": -39835.3270,
  "gap_ev": 8.820,
  "smiles": "COc1ccc(S(=O)(=O)Nc2cc3[nH]c(=O)oc3cc2C)cc1",
  "relative_energy_kj_mol": 0.00
}



{
  "formula": "C15H14N3O2PdS",
  "method": "ωB97M-V/def2-TZVPD",
  "elements": ["Pd", "C", "O", "C", "O", "N", "N", "H", "H", "H", "H", "H", "H", "S", "C", "C", "C", "C", "C", "C", "N", "C", "C", "C", "C", "C", "C", "C", "H", "H", "H", "H", "H", "H", "H", "H"],
  "xyz": [[0.12647, 0.06030, -0.12397], [-3.31179, -3.78557, 0.88825], [-2.72341, -2.54758, 1.32257], [-1.80463, -1.94283, 0.60894], [-1.33330, -0.88656, 1.02451], [-1.40809, -2.50421, -0.56077], [-0.42396, -1.84397, -1.31208], [-4.02547, -4.04805, 1.65987], [-2.55485, -4.56730, 0.81791], [-3.83811, -3.65044, -0.05712], [-1.79177, -3.36820, -0.90339], [-0.79455, -1.60131, -2.22482], [0.38628, -2.44505, -1.41949], [3.12866, 3.08847, -1.34481], [3.13555, 1.89357, -2.60567], [3.90828, 1.86774, -3.76287], [3.74208, 0.80801, -4.62929], [2.82182, -0.20825, -4.34727], [2.05865, -0.17793, -3.19939], [2.21523, 0.88556, -2.31495], [1.54371, 1.09545, -1.11306], [1.92751, 2.19818, -0.51996], [1.29219, 2.51799, 0.74384], [1.54729, 3.62982, 1.53433], [0.84619, 3.78344, 2.72013], [-0.09270, 2.83300, 3.09832], [-0.35000, 1.71628, 2.30596], [0.34832, 1.56354, 1.12511], [4.61804, 2.65550, -3.97624], [4.32937, 0.76263, -5.53579], [2.70842, -1.02980, -5.04150], [1.35004, -0.96654, -2.98862], [2.28280, 4.36521, 1.22841], [1.02977, 4.64243, 3.35056], [-0.63579, 2.96071, 4.02595], [-1.08461, 0.98622, 2.61594]],
  "forces_ev_per_a": [[-0.3, -0.2, 0.3], [0.0, 0.0, 0.0], [0.0, 0.0, 0.0], [0.0, 0.0, 0.0], [0.1, 0.1, 0.0], [0.0, 0.0, 0.0], [0.1, 0.1, 0.0], [0.0, 0.0, 0.0], [0.0, 0.0, 0.0], [0.0, 0.0, 0.0], [0.0, 0.0, 0.0], [0.0, 0.0, 0.0], [0.0, 0.0, 0.0], [0.1, 0.1, 0.0], [0.1, 0.1, 0.0], [0.0, 0.0, 0.0], [0.0, 0.0, 0.0], [0.0, 0.0, 0.0], [0.0, 0.0, 0.0], [0.0, 0.1, 0.1], [0.1, -0.2, -0.4], [0.0, 0.2, 0.2], [0.1, 0.1, -0.1], [0.0, 0.1, 0.0], [0.0, 0.0, 0.0], [0.0, 0.0, 0.0], [0.0, 0.0, 0.0], [-0.1, -0.3, -0.2], [0.0, 0.0, 0.0], [0.0, 0.0, 0.0], [0.0, 0.0, 0.0], [0.0, 0.0, 0.0], [0.0, 0.0, 0.0], [0.0, 0.0, 0.0], [0.0, 0.0, 0.0], [0.0, 0.0, 0.0]],
  "e_lumo_ev": -2.978,
  "charge": 1,
  "total_energy_ev": -38657.2397,
  "gap_ev": 8.334,
  "relative_energy_kj_mol": 0.00
}



{
  "formula": "C15H14N4O2",
  "method": "ωB97M-V/def2-TZVPD",
  "elements": ["C", "H", "O", "C", "C", "C", "C", "C", "C", "C", "C", "C", "N", "N", "C", "O", "C", "N", "C", "C", "N", "C", "H", "H", "H", "H", "H", "H", "H", "H", "H", "H", "H", "H", "H"],
  "xyz": [[-2.01580, -2.64776, 0.14672], [-0.99254, -3.01242, 0.22593], [-1.90907, -1.24575, 0.07588], [-3.03507, -0.49310, -0.00806], [-4.31256, -1.04196, -0.05216], [-5.43502, -0.23708, -0.13169], [-5.30139, 1.13969, -0.16565], [-4.03981, 1.69452, -0.12111], [-2.88123, 0.91391, -0.04547], [-1.61544, 1.60839, -0.00600], [-0.36921, 1.09806, 0.00653], [0.78856, 1.93255, 0.05216], [1.95529, 1.41176, 0.05736], [3.03395, 2.20551, 0.12129], [4.31325, 1.72867, 0.08507], [5.26371, 2.47514, 0.13709], [4.41139, 0.23630, 0.01386], [5.14512, -0.28084, -0.96353], [5.25593, -1.59761, -1.01060], [4.62074, -2.41264, -0.08308], [3.90194, -1.90064, 0.90519], [3.79991, -0.58544, 0.96417], [3.22194, -0.18236, 1.78293], [4.68381, -3.49137, -0.12254], [5.86011, -1.99666, -1.81350], [2.92225, 3.22396, 0.15697], [0.64664, 3.02065, 0.08863], [-0.18375, 0.03864, -0.01619], [-1.71245, 2.68946, 0.00946], [-3.93254, 2.76942, -0.14758], [-6.17315, 1.77274, -0.22570], [-6.41324, -0.69258, -0.16556], [-4.44407, -2.11194, -0.02536], [-2.47779, -3.06368, -0.75418], [-2.58042, -2.96556, 1.02871]],
  "forces_ev_per_a": [[0.0, -0.3, 0.0], [-0.1, 0.0, 0.0], [-0.1, 0.4, 0.0], [-0.2, 0.2, 0.0], [0.2, -0.3, 0.0], [0.0, 0.2, 0.0], [-0.2, -0.1, 0.0], [0.2, -0.2, 0.0], [-0.5, -0.4, 0.0], [0.9, 0.0, 0.0], [-0.8, -0.2, 0.0], [0.8, 0.7, 0.0], [-0.7, -0.6, -0.1], [-0.1, 1.2, 0.1], [0.0, 0.1, 0.1], [0.0, -0.1, -0.1], [0.2, -0.7, 0.2], [0.0, 0.6, 0.0], [-0.1, -0.2, 0.1], [0.1, 0.1, -0.2], [-0.1, -0.2, 0.3], [0.2, 0.2, -0.2], [-0.1, 0.1, 0.0], [0.1, -0.1, -0.1], [0.0, -0.1, 0.0], [0.1, -0.4, 0.0], [0.1, 0.0, 0.0], [0.0, -0.1, 0.0], [0.0, 0.1, 0.0], [0.1, 0.1, 0.0], [-0.1, 0.1, 0.0], [-0.1, 0.0, 0.0], [0.0, -0.1, 0.0], [0.0, 0.0, 0.1], [0.0, 0.0, 0.0]],
  "e_lumo_ev": -0.065,
  "total_energy_ev": -25835.7064,
  "gap_ev": 7.962,
  "smiles": "COc1ccccc1/C=C/C=N/NC(=O)c1cnccn1",
  "relative_energy_kj_mol": 207.81
}



{
  "formula": "C15H14N4O6RuSSe",
  "method": "ωB97M-V/def2-TZVPD",
  "elements": ["Ru", "C", "C", "N", "N", "C", "N", "S", "C", "C", "C", "C", "C", "N", "H", "H", "H", "H", "H", "H", "H", "H", "H", "O", "Se", "O", "O", "O", "O", "C", "O", "C", "C", "C", "C", "C", "C", "H", "H", "H", "H", "H"],
  "xyz": [[0.78725, -0.43674, 0.20445], [-2.02135, 2.68178, -0.96530], [-0.81849, 1.88694, -0.60481], [-0.85055, 0.62380, -0.37655], [-2.05458, -0.05825, -0.36282], [-2.15075, -0.63118, 0.78100], [-3.25804, -1.31139, 1.12459], [-0.84833, -0.49894, 1.98179], [0.50702, 2.46062, -0.41389], [0.79420, 3.80604, -0.57269], [2.08888, 4.24308, -0.34752], [3.04515, 3.31350, 0.01926], [2.68857, 1.98323, 0.15970], [1.43949, 1.55873, -0.04368], [-2.87220, 2.02275, -1.10078], [-1.84278, 3.24279, -1.88285], [-2.23890, 3.39434, -0.16764], [-3.95358, -1.48257, 0.41786], [-3.24556, -1.89060, 1.94357], [0.01427, 4.49242, -0.86670], [2.34364, 5.28804, -0.45858], [4.07032, 3.59789, 0.20366], [3.43171, 1.25652, 0.44780], [4.67096, -0.30836, 1.00901], [3.41308, -1.25927, 0.82562], [3.62270, -2.80430, 1.05466], [2.07464, -0.64772, 1.73384], [2.62862, -0.94766, -0.64638], [0.20752, -1.68959, -1.59515], [0.41050, -2.68042, -0.83897], [0.41314, -2.45227, 0.40918], [0.67507, -4.05240, -1.30892], [0.80790, -5.08364, -0.38492], [1.07246, -6.36695, -0.83093], [1.21464, -6.61422, -2.19007], [1.09504, -5.57989, -3.10917], [0.82108, -4.29616, -2.67107], [0.72802, -4.86084, 0.67005], [1.18319, -7.17361, -0.11913], [1.43035, -7.61732, -2.53409], [1.21994, -5.77636, -4.16538], [0.72704, -3.47230, -3.36505]],
  "forces_ev_per_a": [[-0.4, -0.9, -0.6], [0.0, 0.1, 0.0], [0.1, -0.3, -0.1], [0.1, -0.3, 0.1], [0.1, 0.5, -0.8], [0.3, -0.5, 1.4], [-0.2, 0.0, -0.1], [-0.1, 0.2, -0.6], [0.0, 0.0, -0.1], [0.0, 0.0, 0.0], [0.0, -0.1, 0.0], [-0.1, 0.1, 0.0], [0.0, -0.1, 0.0], [-0.1, -0.1, 0.1], [0.0, 0.0, 0.0], [0.0, 0.0, 0.0], [0.0, 0.0, 0.0], [0.0, 0.0, 0.1], [0.1, 0.0, -0.1], [0.0, 0.0, 0.0], [0.0, 0.0, 0.0], [0.0, 0.0, 0.0], [0.1, -0.1, 0.0], [0.6, 0.5, 0.1], [-0.5, 0.2, -0.1], [0.1, -0.9, 0.2], [-0.1, 0.3, -0.1], [-0.5, 0.1, 0.1], [0.3, 0.9, 0.5], [-0.1, -0.2, 0.0], [0.4, 0.4, 0.2], [-0.1, 0.0, -0.4], [0.0, 0.1, 0.0], [0.0, 0.0, 0.0], [0.0, 0.0, 0.0], [0.0, 0.0, 0.0], [-0.1, 0.0, 0.1], [0.0, 0.0, 0.0], [0.0, 0.0, 0.0], [0.0, 0.0, 0.0], [0.0, 0.0, 0.0], [0.0, 0.0, 0.0]],
  "e_lumo_ev": -1.441,
  "total_energy_ev": -112788.6786,
  "gap_ev": 7.401,
  "relative_energy_kj_mol": 0.00
}